Molecular formula: C33H26BrF4I2N3O4PPtS2
Method: DFT, ωB97M-V/def2-TZVPD

Summary:
Frontier orbital gap (spin up / spin down) = 4.33 / 4.32 eV
Electronic energy = -178598.7689 eV
Charge = +3
HOMO level (spin up / spin down) = -15.27 / -15.27 eV
ΔE to the lowest compared entry with this formula, charge and spin = 29.5 kJ/mol
F_max = 1.1 eV Å⁻¹
LUMO energy (spin up / spin down) = -10.937 / -10.951 eV

Geometry as XYZ:
```
77
C33H26BrF4I2N3O4PPtS2, DFT ωB97M-V/def2-TZVPD
Pt -0.279 -0.385 -0.356
F -3.930 5.350 -1.836
C -3.173 4.501 -1.192
C -2.345 4.931 -0.168
F -2.326 6.197 0.172
C -1.536 4.020 0.506
F -0.806 4.489 1.507
C -1.521 2.673 0.166
P -0.522 1.434 1.033
C -1.512 0.951 2.444
C -2.218 -0.254 2.427
C -3.070 -0.573 3.474
C -3.216 0.308 4.536
C -2.525 1.514 4.551
C -1.676 1.845 3.508
C 0.991 2.240 1.505
C 1.475 2.172 2.812
C 2.624 2.871 3.149
C 3.288 3.625 2.192
C 2.819 3.676 0.882
C 1.678 2.978 0.532
C -2.381 2.277 -0.848
Br -2.514 0.441 -1.301
C -3.197 3.150 -1.529
F -3.994 2.728 -2.497
H -2.133 -0.940 1.590
H -3.625 -1.501 3.458
H -3.884 0.063 5.351
H -2.656 2.204 5.374
H -1.158 2.795 3.520
H 0.971 1.587 3.570
H 2.993 2.828 4.165
H 4.179 4.176 2.464
H 3.336 4.273 0.143
H 1.311 3.024 -0.486
N -2.089 -5.008 -2.117
C -0.950 -4.089 -2.451
C -0.990 -2.911 -1.479
O -0.017 -2.088 -1.605
O -1.915 -2.834 -0.670
H -2.704 -5.187 -2.912
H -2.622 -4.521 -1.374
H -1.772 -5.908 -1.755
H -1.046 -3.731 -3.474
H 0.000 -4.613 -2.355
I 2.570 -3.826 -0.913
I 4.748 -5.308 -0.597
N 2.808 -2.888 5.333
C 2.731 -1.670 4.790
S 3.076 -0.260 5.536
C 2.193 -1.602 3.396
C 2.788 -0.755 2.465
C 2.199 -0.573 1.242
N 1.047 -1.199 0.904
C 0.504 -2.080 1.773
C 1.056 -2.309 3.011
H 3.155 -2.978 6.277
H 2.669 -3.732 4.802
H 3.699 -0.228 2.711
H 2.640 0.069 0.493
H -0.377 -2.612 1.436
H 0.570 -3.005 3.682
O -0.340 -0.383 -8.383
C -0.024 -1.234 -7.410
O -0.031 -2.419 -7.562
C 0.308 -0.685 -6.042
C 1.378 -1.278 -5.368
C 1.674 -0.880 -4.088
C 0.877 0.112 -3.448
S 1.304 0.585 -1.897
C -0.210 0.696 -4.149
C -0.489 0.297 -5.431
H -0.213 0.545 -8.145
H 1.950 -2.051 -5.864
H 2.497 -1.324 -3.542
H -0.795 1.472 -3.673
H -1.329 0.725 -5.964
```